(1)
{
  "formula": "C4H5N2",
  "method": "wB97M-V/def2-TZVPD",
  "species": ["H", "N", "C", "C", "N", "C", "C", "H", "H", "H", "H"],
  "coordinates": [[-1.103732, -2.165093, -2.791780], [-0.861237, -1.570786, -2.106008], [-0.502816, -0.395012, -2.137761], [-0.385918, -0.049906, -0.720559], [-0.003280, -0.046715, 0.377269], [0.239796, 0.043023, 1.665109], [0.691435, 1.267471, 2.049258], [-0.065289, 0.204400, -2.973530], [0.300519, -0.874898, 2.370568], [0.650469, 2.087884, 1.305151], [1.040055, 1.499631, 2.962285]],
  "forces_ev_per_a": [[-0.4, -2.2, -3.7], [-0.7, 0.7, 3.5], [1.2, 0.5, -0.8], [1.8, 0.5, 1.9], [-2.5, -0.6, -4.6], [2.4, 0.7, 4.8], [-1.8, -1.0, -3.8], [-0.8, 0.0, 0.8], [-0.4, 1.5, -1.7], [0.2, -0.6, 0.6], [1.0, 0.5, 3.2]],
  "mulliken_charge": [0.239, -0.303, -0.389, 0.591, 0.049, 0.250, -0.661, 0.354, 0.322, 0.214, 0.333],
  "charge": 1,
  "gap_ev": 9.3,
  "homo_energy_ev": -15.06,
  "de_lowest_kcal_mol": 52.8,
  "smiles": "[H]/N=C/C#[N+]C=C"
}



(2)
{
  "formula": "C4H5N2",
  "method": "wB97M-V/def2-TZVPD",
  "species": ["C", "C", "C", "C", "N", "N", "H", "H", "H", "H", "H"],
  "coordinates": [[2.051183, -0.025409, 0.041648], [1.443557, 1.192994, 0.055225], [0.076730, 0.978240, 0.070858], [-1.539424, -0.831008, 0.066322], [2.182422, -1.151888, 0.026854], [-0.281727, -0.300883, -0.000887], [2.132849, 1.988823, -0.148960], [-0.587392, 1.733407, -0.041604], [-1.534223, -1.925718, 0.265150], [-2.392156, -0.484690, 0.598607], [-1.551822, -1.173871, -0.933209]],
  "forces_ev_per_a": [[1.2, 0.1, 0.5], [0.2, -0.4, -1.0], [0.4, -1.7, 0.1], [0.7, -1.0, 1.4], [1.4, -2.7, 0.0], [-0.3, 0.7, 0.5], [-0.6, 1.3, 0.4], [-2.2, 2.4, 0.2], [0.8, 0.0, 0.7], [-0.6, 1.3, -0.2], [-1.0, -0.1, -2.5]],
  "mulliken_charge": [0.427, -0.329, -0.041, -0.697, -0.187, -0.212, 0.394, 0.514, 0.367, 0.384, 0.380],
  "charge": 1,
  "gap_ev": [7.2, 7.4],
  "homo_energy_ev": [-15.75, -15.92],
  "de_lowest_kcal_mol": 100.3
}



(3)
{
  "formula": "C4H5N2",
  "method": "wB97M-V/def2-TZVPD",
  "species": ["C", "C", "C", "C", "N", "N", "H", "H", "H", "H", "H"],
  "coordinates": [[1.913983, 0.121322, 1.374363], [-0.629759, 0.517041, -0.525705], [0.269748, -0.707289, -0.711794], [1.028714, -0.619677, 0.518981], [1.896588, -1.138230, 1.499444], [-0.524757, -0.482718, 0.561104], [2.326183, 1.009237, 1.586066], [0.044735, 1.336065, -0.127296], [-1.428658, 0.466464, -1.244715], [-0.040460, -1.499448, -1.323983], [-1.262807, -1.145425, 0.774123]],
  "forces_ev_per_a": [[0.5, 3.1, 0.5], [3.6, -0.6, 1.3], [0.3, 1.5, 1.1], [-0.8, -2.0, -0.1], [-1.6, -4.4, -1.4], [-1.3, 0.1, -0.2], [1.4, 3.0, 0.4], [-1.9, 0.0, -1.4], [-0.6, 0.7, 0.4], [0.4, -1.1, -0.8], [0.1, -0.2, 0.3]],
  "mulliken_charge": [-0.625, -0.218, -0.213, 0.916, -0.303, -0.208, 0.400, 0.267, 0.339, 0.347, 0.297],
  "charge": 1,
  "gap_ev": [8.0, 8.1],
  "homo_energy_ev": [-11.44, -16.50],
  "multiplicity": 3,
  "de_lowest_kcal_mol": 132.3
}



(4)
{
  "formula": "C4H5N2O",
  "method": "wB97M-V/def2-TZVPD",
  "species": ["C", "C", "C", "C", "N", "N", "O", "H", "H", "H", "H", "H"],
  "coordinates": [[2.442871, -0.171052, -0.539772], [0.994889, 1.835873, -2.479110], [-0.451604, 0.573312, -0.937294], [0.049834, -0.263796, 0.241644], [0.575898, 1.309477, -1.451275], [1.503715, -0.710438, 0.064598], [1.508341, 2.550400, -3.167418], [-0.937843, -0.179789, -1.724279], [-1.319958, 1.309747, -0.625258], [0.046504, 0.115999, 1.213316], [-0.614246, -1.067387, 0.191101], [1.688817, -1.437518, 0.741412]],
  "forces_ev_per_a": [[-0.5, 0.3, -0.4], [-1.8, -1.2, 3.8], [-3.4, -0.8, -0.8], [-0.1, 0.5, -1.6], [2.6, 0.4, -1.0], [-1.2, 0.6, -0.2], [1.7, 1.9, -3.3], [1.1, 1.6, 1.6], [1.5, -1.7, -0.1], [-0.1, 1.2, 1.4], [-0.4, -2.0, 0.5], [0.7, -0.7, 0.3]],
  "mulliken_charge": [0.230, 0.507, -0.319, -0.466, -0.371, -0.020, -0.221, 0.331, 0.330, 0.367, 0.342, 0.291],
  "charge": 1,
  "gap_ev": [8.3, 8.3],
  "homo_energy_ev": [-14.99, -14.99],
  "de_lowest_kcal_mol": 72.9
}



(5)
{
  "formula": "C4H5N2O2",
  "method": "wB97M-V/def2-TZVPD",
  "species": ["C", "C", "C", "C", "N", "N", "O", "O", "H", "H", "H", "H", "H"],
  "coordinates": [[1.864096, 0.071473, 0.173253], [2.686241, 1.137013, -0.058683], [0.485236, 1.727863, -0.450406], [-1.878414, -0.181767, -0.382901], [0.551193, 0.460997, -0.055543], [-2.352332, 1.046636, -0.333557], [-2.906632, 1.438908, 0.741312], [1.732554, 2.112970, -0.502968], [1.960203, -0.945235, 0.441693], [3.760455, 1.359293, -0.148131], [-2.106168, -0.870024, 0.418613], [-1.528918, -0.529298, -1.437243], [-0.362923, 0.109570, 0.082993]],
  "forces_ev_per_a": [[0.0, 0.6, 0.1], [-2.3, -0.7, -0.8], [-0.6, 0.3, -0.3], [-1.0, -0.4, -2.4], [3.6, 1.9, 0.0], [-0.3, -0.2, -0.3], [0.0, -0.1, 0.2], [3.5, 1.5, 0.2], [0.9, -0.7, 0.4], [-1.0, -0.2, 0.2], [-0.1, -0.5, 0.3], [-0.7, 0.5, 2.0], [-1.8, -1.9, 0.4]],
  "mulliken_charge": [-0.296, -0.460, -0.559, -0.967, 0.215, -0.275, -0.582, -0.169, 0.406, 0.345, 0.625, 0.305, 0.413],
  "charge": -1,
  "gap_ev": 5.9,
  "homo_energy_ev": -2.39,
  "de_lowest_kcal_mol": 149.8
}



(6)
{
  "formula": "C4H5N2O2",
  "method": "wB97M-V/def2-TZVPD",
  "species": ["O", "C", "C", "C", "N", "N", "C", "O", "H", "H", "H", "H", "H"],
  "coordinates": [[-3.211747, -1.474268, -2.506666], [-2.388669, -1.506211, -1.732511], [-1.537725, -1.503299, -0.705451], [-0.861883, -0.206027, -0.116028], [0.270895, -0.277282, 0.665468], [1.133321, 0.561602, 0.871612], [1.959218, 1.434931, 1.145192], [3.211153, 1.579847, 0.845110], [-1.502258, -2.447231, -0.333671], [-0.753699, 0.562217, -1.009454], [-1.655823, 0.122688, 0.605895], [1.830695, 2.335149, 1.973202], [3.506523, 0.817884, 0.297303]],
  "forces_ev_per_a": [[-1.2, -0.2, -1.7], [1.5, 1.2, 2.2], [0.7, 2.7, -1.1], [-2.7, 1.2, -4.2], [2.6, -0.6, 2.6], [-3.0, -1.9, -2.0], [0.6, 4.7, 4.4], [0.9, -1.7, -1.8], [0.6, -2.5, 1.7], [-0.4, -1.1, 1.9], [0.8, 0.4, -0.1], [-1.0, -2.6, -2.0], [0.4, 0.6, 0.1]],
  "mulliken_charge": [-0.227, 0.598, -0.793, -0.243, -0.345, 0.378, 0.245, -0.345, 0.406, 0.382, 0.313, 0.288, 0.343],
  "charge": 1,
  "gap_ev": [6.5, 6.5],
  "homo_energy_ev": [-13.01, -13.01],
  "de_lowest_kcal_mol": 87.9,
  "smiles": "O=C=CCN=[N+]=CO"
}



(7)
{
  "formula": "C4H5N2O2S",
  "method": "wB97M-V/def2-TZVPD",
  "species": ["C", "C", "C", "C", "N", "N", "O", "O", "S", "H", "H", "H", "H", "H"],
  "coordinates": [[-0.616026, 0.810760, -0.715851], [-0.920611, -0.244715, 0.586567], [1.661720, 0.716562, -0.233123], [1.356698, -0.629551, 0.495756], [0.521298, 1.253682, -0.985170], [0.065076, -0.898436, 1.036265], [-2.793403, -1.371351, -0.803029], [-3.482346, 0.391677, 0.873799], [-2.730172, -0.872823, 0.599384], [-1.400670, 1.108317, -1.354317], [2.072638, 1.435018, 0.558715], [2.458637, 0.664896, -1.065833], [1.578786, -1.428529, -0.172765], [2.228375, -0.935508, 1.179602]],
  "forces_ev_per_a": [[-0.3, -1.9, 2.9], [0.6, 0.9, -3.4], [0.9, 0.3, 0.4], [2.8, -0.1, -0.2], [0.9, 0.3, 0.1], [-0.9, 0.5, 0.7], [0.2, 0.6, 0.0], [0.3, -0.3, -0.5], [0.1, 0.0, 1.2], [-1.2, 0.2, -0.3], [-0.8, -0.5, -1.2], [-0.8, -0.5, 1.7], [-0.5, -0.8, -1.3], [-1.4, 1.1, 0.0]],
  "mulliken_charge": [-0.084, 0.413, -0.375, -0.525, -0.618, -0.526, -0.603, -0.636, 0.418, 0.416, 0.228, 0.268, 0.298, 0.327],
  "charge": -1,
  "gap_ev": 7.2,
  "homo_energy_ev": -3.45,
  "de_lowest_kcal_mol": 70.6
}



(8)
{
  "formula": "C4H5N2P",
  "method": "wB97M-V/def2-TZVPD",
  "species": ["C", "C", "C", "C", "N", "N", "P", "H", "H", "H", "H", "H"],
  "coordinates": [[-1.827948, 0.874467, -0.773936], [1.372398, 0.204634, -1.346119], [0.675335, -0.803888, 1.163530], [-0.788211, 0.773495, 0.137811], [-2.751495, 0.937516, -1.478712], [-0.550613, -0.500204, 0.619214], [1.913790, -0.972120, -0.444548], [1.633739, 0.532532, -2.290213], [1.193635, 0.198175, 1.553932], [0.628639, -1.647365, 1.815518], [-0.399043, 1.616380, 0.716642], [-1.100227, -1.213622, 0.326881]],
  "forces_ev_per_a": [[-0.6, 0.6, 0.0], [0.1, 0.0, 0.4], [3.9, 2.6, -1.2], [-1.2, -0.6, 1.0], [0.4, -0.1, 0.0], [-0.1, 3.6, 0.8], [0.2, -1.6, 2.1], [0.2, 0.9, -1.8], [-1.3, -2.4, 0.0], [0.5, -0.4, 0.5], [0.0, -0.3, -0.5], [-2.0, -2.4, -1.2]],
  "mulliken_charge": [0.434, -0.186, -0.638, -0.475, -0.462, -0.115, -0.104, 0.394, 0.238, 0.410, 0.311, 0.194],
  "gap_ev": [6.8, 7.4],
  "homo_energy_ev": [-6.72, -9.35],
  "multiplicity": 3,
  "de_lowest_kcal_mol": 38.8
}



(9)
{
  "formula": "C4H5N3",
  "method": "wB97M-V/def2-TZVPD",
  "species": ["C", "N", "C", "C", "N", "C", "N", "H", "H", "H", "H", "H"],
  "coordinates": [[-1.674299, -0.068054, -0.058566], [-0.451780, 0.702365, 0.194843], [0.750957, -0.072161, 0.414623], [1.058846, -0.981940, -0.718003], [1.184699, -1.664451, -1.641988], [1.920502, 0.800279, 0.644976], [2.874348, 1.431500, 0.800350], [-1.479616, -1.144771, -0.032549], [-2.086522, 0.162887, -1.047226], [-2.436829, 0.170567, 0.688768], [-0.294015, 1.352252, -0.559272], [0.633707, -0.688471, 1.314048]],
  "forces_ev_per_a": [[-0.1, -0.1, 0.0], [0.1, 0.2, 0.0], [0.0, 0.0, 0.1], [0.1, -0.8, -1.0], [-0.1, 0.6, 0.9], [0.8, 0.5, 0.1], [-0.9, -0.5, -0.1], [-0.1, 0.1, 0.0], [0.1, -0.1, 0.2], [0.1, -0.1, -0.1], [0.1, 0.2, 0.0], [-0.1, 0.0, -0.1]],
  "mulliken_charge": [-0.803, -0.367, 0.475, 0.190, -0.393, -0.111, -0.366, 0.272, 0.295, 0.294, 0.305, 0.209],
  "gap_ev": 11.0,
  "homo_energy_ev": -10.42,
  "de_lowest_kcal_mol": 46.0,
  "smiles": "CNC(C#N)C#N"
}